# 1
Molecular formula: F3H3SSi2
Method: DFT, ωB97M-V/def2-TZVPD

**LUMO energy**: 0.0048 Eh
**Frontier orbital gap**: 10.17 eV
**SMILES string**: F[Si](F)(F)[SiH2]S

Each line ends with the Löwdin charge.
Geometry (Å):
F (3.53694, -0.92362, -1.19009)  -0.122
F (3.12349, -0.75824, 1.20372)  -0.079
F (4.26357, 1.19255, 0.10487)  -0.116
Si (1.29192, 1.49723, -0.49807)  0.271
Si (3.08839, 0.14471, -0.06965)  0.111
S (-0.37312, 0.50696, 0.46180)  0.345
H (1.34458, 2.64467, 0.30443)  -0.107
H (1.05023, 1.82666, -1.90432)  -0.084
H (-0.96590, 1.69310, 0.59411)  -0.219

# 2
Molecular formula: F3H3SSi2
Method: DFT, ωB97M-V/def2-TZVPD

**LUMO energy (spin up / spin down)**: 0.0081 / -0.1365 Eh
**Frontier orbital gap (spin up / spin down)**: 7.68 / 5.86 eV
**Spin multiplicity**: 3

Each line ends with the Löwdin spin population.
Geometry (Å):
F (2.25318, 1.64297, -0.22212)  0.110
F (-1.19760, -0.78181, 1.40539)  0.070
F (-0.80812, 1.56022, 0.75849)  0.081
Si (2.04766, 0.04247, -0.16944)  0.580
Si (-0.98927, 0.12779, 0.09741)  0.474
S (-3.41955, -0.11050, -0.76202)  0.516
H (2.24919, -0.36082, 1.19310)  0.081
H (2.90383, -0.79673, -1.18876)  0.078
H (-3.03933, -1.32358, -1.11204)  0.010

# 3
Molecular formula: F3NO2S
Method: DFT, ωB97M-V/def2-TZVPD

**LUMO energy**: -0.0259 Eh
**Frontier orbital gap**: 11.27 eV
**SMILES string**: O=S(=O)(F)N(F)F

Each line ends with the Löwdin charge.
Geometry (Å):
N (-0.70017, -0.31950, 1.02398)  -0.041
O (1.82268, 0.56717, 0.17945)  -0.196
O (-0.13700, 0.84951, -1.27780)  -0.234
F (-1.15975, 1.00451, 1.16196)  -0.054
F (-1.54404, -0.79935, 0.14395)  -0.029
F (1.05084, -1.40374, -0.87773)  -0.171
S (0.66743, 0.10140, -0.35381)  0.726

# 4
Molecular formula: F3NOS2
Method: DFT, ωB97M-V/def2-TZVPD

**LUMO energy**: -0.0848 Eh
**Frontier orbital gap**: 9.57 eV

Each line ends with the Löwdin charge.
Geometry (Å):
N (-1.29773, 0.35588, 1.22802)  -0.425
O (1.53520, 1.15464, 0.98230)  -0.371
F (-1.68434, -1.44621, -0.65671)  -0.496
F (0.38977, 0.41278, -1.16187)  -0.373
F (2.19719, -0.52775, -0.85526)  -0.345
S (-2.20552, 0.09448, 0.13445)  1.006
S (1.06543, -0.04380, 0.32907)  1.003

# 5
Molecular formula: F4KN2NaO8S4
Method: DFT, ωB97M-V/def2-TZVPD

**LUMO energy (spin up / spin down)**: -0.2222 / -0.4025 Eh
**Frontier orbital gap (spin up / spin down)**: 7.84 / 2.94 eV
**Spin multiplicity**: 2
**Net charge**: +1

Each line ends with the Löwdin spin population.
Geometry (Å):
Na (1.34081, 0.67410, 0.47234)  0.000
K (0.07611, -1.99977, 0.19874)  0.001
N (0.81359, -0.03430, -1.61980)  0.076
S (2.03117, -0.65854, -2.65528)  0.008
O (2.31471, 0.02673, -3.92779)  0.063
O (2.18674, -2.07473, -2.62177)  -0.002
F (3.27956, -0.09869, -1.85050)  0.004
S (-0.21484, 0.38189, -2.73618)  -0.027
O (-1.34214, -0.50556, -3.01414)  0.293
O (0.16298, 1.21661, -3.91505)  0.596
F (-0.98368, 1.45323, -1.80431)  -0.012
N (-0.53636, 0.03747, 1.77063)  0.000
S (-0.38590, -0.36931, 3.38425)  0.000
O (-1.04455, -1.53720, 3.85671)  0.000
O (-0.12581, 0.61763, 4.41199)  0.000
F (1.16139, -0.75828, 3.22032)  0.000
S (-1.87345, 0.74530, 1.89521)  0.000
O (-1.63939, 2.19554, 1.94076)  0.000
O (-2.94351, 0.05553, 2.61060)  0.000
F (-2.27742, 0.63245, 0.38331)  0.000

# 6
Molecular formula: F4KN2O8S4
Method: DFT, ωB97M-V/def2-TZVPD

**LUMO energy**: 0.0434 Eh
**Frontier orbital gap**: 7.88 eV
**Net charge**: -1

Each line ends with the Löwdin charge.
Geometry (Å):
K (4.73048, -22.67409, -5.40794)  0.948
N (9.08638, -20.88138, -5.93471)  -0.196
S (8.23233, -20.32898, -4.85560)  0.343
O (8.73879, -20.20766, -3.52286)  -0.277
O (6.80048, -20.46371, -4.94742)  -0.341
F (8.47816, -18.79553, -5.35014)  -0.207
S (8.74512, -22.47702, -5.30440)  0.592
O (7.39665, -22.97497, -5.54538)  -0.418
O (9.35160, -22.81950, -4.04645)  -0.267
F (9.58238, -23.30767, -6.39959)  -0.199
N (4.37784, -17.85682, -7.66309)  -0.235
S (5.10194, -19.43590, -7.65189)  0.598
O (4.35710, -20.54401, -7.00814)  -0.423
O (6.53352, -19.53563, -7.78255)  -0.254
F (4.63651, -19.63048, -9.17094)  -0.220
S (5.08329, -17.49360, -6.39332)  0.409
O (6.33777, -16.83773, -6.55633)  -0.275
O (4.82260, -18.17271, -5.08982)  -0.313
F (4.09478, -16.19114, -6.12241)  -0.267

# 7
Molecular formula: F4KN2O8S4
Method: DFT, ωB97M-V/def2-TZVPD

**LUMO energy**: 0.0754 Eh
**Frontier orbital gap**: 9.82 eV
**Net charge**: -1

Each line ends with the Löwdin charge.
Geometry (Å):
K (-0.86006, 0.39659, 0.95164)  1.010
N (0.02068, -1.36048, 0.37700)  -0.447
S (0.43901, -2.60235, 1.18061)  0.431
O (0.69000, -3.85018, 0.49664)  -0.255
O (0.07969, -2.59569, 2.60116)  -0.291
F (1.92437, -2.13783, 1.37341)  -0.183
S (-1.45793, -2.05560, -0.00940)  0.498
O (-2.38250, -2.28510, 1.05226)  -0.248
O (-1.42194, -3.00513, -1.10330)  -0.244
F (-2.11467, -0.78689, -0.70847)  -0.262
N (0.25548, 1.38721, -0.12502)  -0.601
S (1.22478, 2.76881, 0.17735)  0.598
O (0.76189, 4.07735, -0.23498)  -0.256
O (2.65515, 2.45709, 0.02600)  -0.282
F (1.17264, 2.75383, 1.76968)  -0.188
S (-0.03445, 1.85705, -1.56773)  0.499
O (1.02730, 1.84116, -2.55820)  -0.253
O (-1.18680, 2.72197, -1.84873)  -0.281
F (-0.79263, 0.41819, -1.84990)  -0.245

# 8
Molecular formula: F6H18O9P
Method: DFT, ωB97M-V/def2-TZVPD

**LUMO energy**: 0.0985 Eh
**Frontier orbital gap**: 10.39 eV
**Net charge**: -1

Each line ends with the Löwdin charge.
Geometry (Å):
P (-13.13749, -9.88280, -23.21213)  0.223
F (-13.56196, -10.90308, -24.37672)  -0.121
F (-12.07929, -10.99970, -22.58371)  -0.185
F (-11.96443, -9.28918, -24.11608)  -0.127
F (-12.63277, -8.86283, -22.02962)  -0.159
F (-14.19983, -8.77291, -23.70298)  -0.134
F (-14.29680, -10.55567, -22.29187)  -0.150
O (-13.87913, -5.83352, -22.37768)  -0.076
H (-12.92725, -5.94091, -22.49973)  -0.016
H (-14.17523, -6.67916, -22.02689)  -0.013
O (-16.44436, -12.28083, -21.68471)  -0.062
H (-16.31370, -13.19996, -21.43957)  0.022
H (-15.56425, -11.88884, -21.63561)  -0.009
O (-11.36989, -7.78047, -19.68387)  -0.064
H (-12.22052, -7.61575, -20.10610)  -0.011
H (-10.77958, -8.00103, -20.40807)  0.015
O (-12.71155, -13.93545, -24.89113)  -0.073
H (-12.78787, -13.82015, -23.93279)  -0.020
H (-12.89306, -13.06768, -25.25180)  0.006
O (-9.41920, -10.17922, -23.37187)  -0.071
H (-10.33793, -10.25679, -23.08203)  -0.017
H (-9.40092, -10.61990, -24.22454)  0.032
O (-11.09359, -6.47836, -22.93094)  -0.044
H (-11.08873, -7.40840, -22.68004)  0.009
H (-10.52081, -6.43274, -23.70043)  0.053
O (-12.99718, -13.54364, -22.08706)  -0.060
H (-12.75819, -12.59580, -22.13078)  0.014
H (-13.21576, -13.69998, -21.16580)  0.046
O (-14.56450, -7.60660, -19.88019)  -0.036
H (-14.58023, -8.56699, -19.81485)  0.047
H (-15.00943, -7.30207, -19.08512)  0.046
O (-16.09690, -8.94345, -25.48167)  -0.077
H (-15.46257, -8.88792, -26.19925)  0.022
H (-15.55056, -9.01527, -24.68144)  -0.011

# 9
Molecular formula: F6H22O11P
Method: DFT, ωB97M-V/def2-TZVPD

**LUMO energy**: 0.0970 Eh
**Frontier orbital gap**: 8.70 eV
**Net charge**: -1

Each line ends with the Löwdin charge.
Geometry (Å):
P (-0.05651, -0.15960, -0.09462)  0.512
F (1.49078, -0.13969, -0.50197)  -0.210
F (0.06398, 0.68224, 1.28078)  -0.060
F (-0.25653, 1.26324, -0.85400)  -0.091
F (-1.65599, -0.15738, 0.05381)  -0.059
F (-0.16715, -1.12944, -1.46510)  0.077
F (0.14678, -1.61292, 0.66560)  -0.038
O (2.35083, 0.48956, 1.46868)  0.028
H (1.49707, 0.19151, 1.15486)  -0.009
H (2.15544, 0.97804, 2.26833)  0.098
O (-1.58946, 3.10729, -0.89772)  -0.050
H (-1.66171, 3.72346, -1.62666)  0.035
H (-0.96979, 2.44504, -1.20380)  -0.041
O (-1.45239, 0.65658, 2.87924)  -0.031
H (-0.98042, 0.51210, 2.05911)  -0.080
H (-2.31884, 0.95921, 2.60740)  0.046
O (-3.53190, -1.60242, -0.70001)  -0.052
H (-2.66620, -1.71326, -0.30695)  -0.010
H (-3.98240, -2.42870, -0.52523)  0.045
O (-1.19672, -2.63503, -1.75491)  -0.031
H (-1.52331, -3.02113, -0.94220)  0.007
H (-0.65676, -1.89770, -1.47029)  -0.408
O (2.21007, -2.39664, -0.68617)  -0.027
H (1.41016, -2.03428, -0.30531)  -0.015
H (2.12913, -2.22343, -1.62409)  0.042
O (0.66972, 2.25717, 1.94140)  -0.003
H (0.51526, 1.54045, 1.32603)  -0.288
H (0.21117, 3.00515, 1.55866)  0.055
O (0.17883, -1.34835, 2.58828)  -0.045
H (-0.75715, -1.54066, 2.64491)  0.043
H (0.31715, -1.09585, 1.67541)  -0.166
O (-1.89251, 0.39101, -2.38584)  -0.041
H (-2.77675, 0.04283, -2.27130)  0.037
H (-1.52910, 0.41903, -1.50075)  -0.050
O (2.59556, 1.41285, -0.52213)  -0.040
H (2.11966, 1.00483, 0.20126)  -0.058
H (2.27938, 2.31618, -0.53817)  0.102
O (3.38433, -0.16959, -1.64623)  -0.079
H (2.54338, -0.61858, -1.55999)  -0.023
H (3.35294, 0.52683, -0.99030)  -0.118

# 10
Molecular formula: F6H24O12P
Method: DFT, ωB97M-V/def2-TZVPD

**LUMO energy**: 0.0587 Eh
**Frontier orbital gap**: 6.76 eV
**Net charge**: -1

Each line ends with the Löwdin charge.
Geometry (Å):
P (-2.21980, 24.13298, -3.55405)  0.592
F (-3.83108, 24.06324, -3.91801)  -0.168
F (-2.61404, 23.97410, -1.94183)  -0.195
F (-2.02907, 22.50911, -3.56647)  -0.132
F (-0.70985, 24.42454, -3.01756)  -0.147
F (-1.56034, 24.26517, -5.04671)  0.011
F (-2.36892, 25.74311, -3.57549)  -0.144
O (0.09758, 26.02494, -2.79215)  -0.060
H (-0.47710, 25.35959, -3.17069)  -0.282
H (0.98122, 25.73820, -3.02280)  -0.030
O (-0.54684, 24.98372, -6.91118)  -0.034
H (-1.32518, 25.33206, -6.47634)  0.035
H (-0.48452, 24.07945, -6.60353)  0.001
O (-3.58382, 22.08026, -2.04610)  0.159
H (-2.70119, 22.08107, -2.41651)  0.040
H (-4.04408, 21.39044, -2.52416)  0.134
O (-4.33632, 23.82392, -1.66111)  -0.079
H (-3.81166, 24.37186, -2.24484)  -0.046
H (-4.00628, 22.93680, -1.80366)  -0.354
O (-1.28528, 22.49071, -5.76653)  -0.025
H (-1.35279, 23.28335, -5.23419)  -0.283
H (-1.17244, 21.78377, -5.13113)  0.047
O (-2.78539, 23.19438, 0.36330)  -0.031
H (-2.18703, 22.49420, 0.62397)  0.022
H (-2.63901, 23.29750, -0.57700)  -0.028
O (-4.08457, 22.08291, -5.36261)  -0.057
H (-3.16170, 22.06189, -5.10942)  0.024
H (-4.40056, 21.19567, -5.19175)  0.093
O (0.27405, 23.00921, -2.70662)  0.062
H (-0.10984, 22.51037, -1.98550)  0.132
H (-0.42579, 23.06813, -3.35699)  0.046
O (-4.45479, 25.82610, -4.76919)  -0.069
H (-4.16551, 25.52857, -3.90662)  -0.019
H (-4.83156, 25.04687, -5.17794)  -0.140
O (1.21836, 24.48497, -3.71921)  -0.030
H (0.69702, 23.73501, -3.43289)  -0.176
H (2.09919, 24.30423, -3.39107)  0.085
O (-4.94598, 23.89457, -5.68790)  -0.021
H (-4.05221, 23.55237, -5.70517)  0.039
H (-5.49515, 23.12418, -5.54251)  0.093
O (-3.21241, 26.91066, -2.52038)  -0.041
H (-2.44543, 27.31399, -2.92694)  0.060
H (-3.06384, 25.96923, -2.60903)  -0.086

These records have ΔE to the lowest compared entry with this formula, charge and spin values of 0.1676; 0.8460; 0.6104; 1.0568; 0.0000; 4.3159; 8.2496; 0.0890; 23.6210; 36.7689 eV, in the order they appear.
These records have strongest force on any atom values of 1.89; 2.67; 5.51; 4.84; 8.92; 11.27; 14.09; 0.83; 19.35; 15.53 eV Å⁻¹, in the order they appear.